(1)
The following is a DFT calculation (wB97M-V/def2-TZVPD) of a molecular structure, Ca2IZn.

Output
HOMO-LUMO gap ... 0.265 Eh
HOMO ... -31.412 eV
LUMO ... -24.19 eV
Total charge ... +5
ΔE to the lowest compared entry with this formula, charge and spin ... 0.000 eV
Electronic energy ... -93325.5115 eV

Geometry as XYZ:
```
4
Properties=species:S:1:pos:R:3:mulliken_charge:R:1
Ca -2.827 1.484 0.879 1.65
Ca 1.052 -2.536 0.188 1.68
Zn 2.174 1.048 -1.078 1.44
I -0.399 0.004 0.010 0.22
```

=====

(2)
The following is a DFT calculation (wB97M-V/def2-TZVPD) of a molecular structure, Ca3Cl5O8PtS2.

Output
HOMO-LUMO gap (spin up / spin down) ... 0.124 / 0.201 Eh
HOMO (spin up / spin down) ... -2.949 / -5.065 eV
LUMO (spin up / spin down) ... 0.43 / 0.40 eV
Expectation value of S² ... 2.01
Multiplicity ... 3
Total charge ... -1
Electronic energy ... -159235.2254 eV

Geometry as XYZ:
```
19
Properties=species:S:1:pos:R:3:mulliken_charge:R:1
Pt 1.963 2.971 0.673 0.09
Ca -0.836 1.545 -0.828 1.28
Ca 2.622 -0.159 2.607 1.17
Ca 0.780 -2.337 -1.910 1.63
S -1.885 -1.025 -2.447 1.38
O -0.979 -0.618 -1.209 -0.75
O -2.349 0.118 -3.188 -0.67
O -0.814 -1.948 -3.226 -0.90
O -2.915 -1.828 -1.777 -0.58
S 2.622 -0.060 -0.326 0.93
O 2.291 -1.096 0.828 -0.69
O 2.760 -1.034 -1.394 -0.84
O 1.526 0.787 -0.537 -0.28
O 3.697 0.861 0.042 -0.56
Cl -4.910 1.096 2.497 0.04
Cl 3.191 -1.472 4.752 -0.82
Cl -0.295 0.175 2.129 -0.69
Cl -0.190 4.047 0.285 -0.70
Cl -6.277 -0.024 3.031 -0.04
```

=====

(3)
The following is a DFT calculation (wB97M-V/def2-TZVPD) of a molecular structure, Ca3H6N2O9.

Output
HOMO-LUMO gap ... 0.114 Eh
HOMO ... -18.233 eV
LUMO ... -15.12 eV
Total charge ... +4
ΔE to the lowest compared entry with this formula, charge and spin ... 1.210 eV
Electronic energy ... -76771.9186 eV

Geometry as XYZ:
```
20
Properties=species:S:1:pos:R:3:mulliken_charge:R:1
Ca -0.733 -16.889 15.630 1.80
Ca 5.344 -15.520 15.314 1.91
Ca 4.144 -20.615 18.172 1.84
N -0.481 -18.477 12.366 0.79
O -0.760 -18.019 13.534 -0.61
O 0.113 -19.556 12.299 -0.59
O -0.835 -17.902 11.352 -0.46
N 2.722 -17.963 15.698 0.59
O 3.522 -16.988 15.645 -0.61
O 3.000 -19.076 16.194 -0.44
O 1.556 -17.834 15.253 -0.34
O 1.421 -21.381 15.056 -0.50
H 2.042 -20.790 14.604 0.38
H 1.359 -21.040 15.951 0.20
O 2.938 -19.840 13.062 -0.61
H 3.309 -18.973 12.880 0.26
H 1.972 -19.719 12.983 0.35
O 3.705 -18.377 18.939 -0.62
H 4.047 -18.333 19.850 0.38
H 3.149 -17.594 18.855 0.29
```